ORCA calculation (ωB97M-V with the def2-TZVPD basis set) on 2 unconnected molecules or ions with the total composition C3H11NO at a distorted geometry.

Last column: Löwdin charge in e.
Atoms and positions in Å:
C -1.55514 -0.53755 -0.77587  -0.1181
N -0.96751 0.88249 2.55040  0.0259
H -1.58739 0.38102 -1.42442  0.1023
H -1.73840 -1.61282 -1.18069  0.1156
H -2.33161 -0.45411 -0.03722  0.0632
H -0.42230 1.58155 2.96760  -0.0296
H -0.61863 0.03030 3.09151  0.0539
H -0.71839 0.88022 1.60804  -0.0566
C 0.88747 -0.82765 -0.85577  -0.2385
O -0.33489 -0.57594 -0.01816  -0.2708
C 1.70202 0.45745 -0.90432  -0.1045
H 0.56019 -1.20641 -1.85596  0.1152
H 1.47043 -1.64490 -0.45230  0.0979
H 2.76164 0.43436 -1.37147  0.1006
H 1.74904 0.99070 0.10259  0.0884
H 1.14349 1.22129 -1.44396  0.0550

Calculated values
**Kohn-Sham gap**: 0.3937 hartree
**Lowest unoccupied orbital energy**: 1.05 eV
**SMILES**: CCOC.N


ORCA calculation (ωB97M-V with the def2-TZVPD basis set) on a molecular structure, C30H18Cl5LiN2O4Se2Te.

Last column: Löwdin charge in e.
Atoms and positions in Å:
Li -0.20485 0.38652 0.19331  0.4428
Cl -2.96925 1.50508 1.43214  0.6248
C -3.09773 1.47774 -0.33603  -0.7004
C -2.16764 0.74520 -1.03484  -0.2073
C -2.33502 0.78599 -2.39928  -0.6932
Cl -1.18365 -0.10839 -3.41765  0.5789
C -3.33693 1.48635 -3.05903  -0.7112
Cl -3.48287 1.48503 -4.79148  0.6050
C -4.24994 2.21043 -2.29711  -0.7168
Cl -5.52229 3.10225 -3.06784  0.6049
C -4.13003 2.20765 -0.90948  -0.7113
Cl -5.27375 3.11000 0.04127  0.6036
Se 2.78283 0.17628 2.18532  0.4698
Se 1.36130 -3.62483 0.05819  0.5640
C 2.22780 -2.06814 -0.66813  -0.7554
C 3.61133 -1.97497 -0.71178  -0.1490
C 4.15488 -0.83134 -1.26055  -0.0950
C 3.31794 0.15808 -1.75549  -0.0542
C 1.94968 -0.03004 -1.67457  -0.1443
N 1.42121 -1.12759 -1.12738  -0.0971
C 1.10072 -0.29224 2.88119  -0.8033
C 0.91393 -0.31106 4.28305  -0.1632
C -0.26839 -0.73190 4.83136  -0.1150
C -1.29870 -1.14869 3.98450  -0.1088
C -1.05859 -1.07081 2.62968  -0.2453
N 0.07976 -0.64743 2.07706  -0.0399
H 4.23608 -2.75543 -0.30027  0.0965
H 5.23096 -0.70468 -1.28660  0.1011
H 3.70225 1.07707 -2.17480  0.1068
H 1.25564 0.72599 -2.02264  0.0674
H 1.74178 0.00739 4.90137  0.0700
H -0.39528 -0.74232 5.90957  0.0889
H -2.25466 -1.49375 4.35308  0.0831
H -1.82965 -1.35972 1.92000  0.0542
Te -0.85758 -2.67858 -0.77118  1.1061
C -1.91254 -4.50024 -0.42788  -0.5974
C -1.67496 -5.35350 0.64612  -0.1624
C -2.43287 -6.50207 0.81870  -0.1096
C -3.45971 -6.80600 -0.06311  -0.1215
C -3.71513 -5.95297 -1.12771  -0.1131
C -2.93982 -4.81861 -1.31488  -0.1683
H -0.90163 -5.11636 1.36808  0.0748
H -2.22624 -7.15627 1.65775  0.0940
H -4.05608 -7.69872 0.07775  0.0874
H -4.51409 -6.17409 -1.82522  0.0927
H -3.13598 -4.17746 -2.16670  0.0879
O 0.75198 2.88818 -1.93952  -0.0241
C 0.81302 2.94948 -0.70200  -0.6481
O 0.41510 2.10375 0.13746  -0.1409
C 1.49552 4.17585 -0.09278  -0.1123
C 1.61896 5.34375 -0.83267  -0.0338
C 2.22834 6.48789 -0.30905  -0.0120
C 2.71714 6.38518 0.97026  -0.2283
O 3.37251 7.35305 1.71491  -0.0015
C 3.64988 6.73974 2.97020  -0.1776
O 3.19921 5.40172 2.94454  0.0179
C 2.60908 5.21941 1.70127  -0.1912
C 1.99930 4.09350 1.21218  0.0768
H 1.23037 5.33527 -1.84164  0.1064
H 2.31498 7.40433 -0.87599  0.1030
H 3.11965 7.28825 3.76019  0.1266
H 4.73351 6.75508 3.14181  0.1266
H 1.90680 3.17201 1.77128  0.0910

Calculated values
**Net charge**: -2
**Kohn-Sham gap**: 0.1962 hartree
**Lowest unoccupied orbital energy**: 3.92 eV


ORCA calculation (ωB97M-V with the def2-TZVPD basis set) on a molecular structure, C25H15Cl5GeOReTe4 at a distorted geometry.

Last column: Löwdin charge in e.
Atoms and positions in Å:
Re -0.60729 0.31100 -0.04333  0.5314
Cl 4.78527 2.78134 3.49942  0.7276
C 3.66311 1.75571 2.72057  -0.7035
C 2.38907 2.23027 2.41258  -0.6868
Cl 1.90967 3.84462 2.76784  0.7358
C 1.50027 1.36390 1.80361  -0.5601
Cl -0.06056 1.85074 1.35109  0.7408
C 1.80035 0.01961 1.50652  -0.4646
O 0.91281 -0.71764 0.92471  -0.3435
C 3.08133 -0.44855 1.86540  -0.6004
Cl 3.46469 -2.08734 1.57646  0.7779
C 4.00594 0.42604 2.42723  -0.6823
Cl 5.59047 -0.11492 2.77831  0.7394
Te -1.47330 -2.23793 -0.10568  0.8714
Te -4.02930 -1.55964 -0.58734  0.2768
Te -3.85053 0.49558 -2.34155  0.2840
Te -2.05172 2.19942 -1.24022  0.4058
C -0.83959 -0.82071 -1.58344  -0.9482
Ge -0.42337 -1.23465 -3.45020  0.9419
C 1.07217 -2.51829 -3.17689  -0.2742
C 1.69732 -2.68088 -1.94747  -0.1307
C 2.71109 -3.61214 -1.79772  -0.0755
C 3.11530 -4.37405 -2.88153  -0.0664
C 2.50120 -4.21185 -4.11222  -0.0691
C 1.47748 -3.29307 -4.25666  -0.1037
C 0.03993 0.64177 -3.89939  -0.3221
C 1.08128 1.19240 -3.15811  -0.1611
C 1.48179 2.49976 -3.37702  -0.0806
C 0.83849 3.26542 -4.33790  -0.0729
C -0.22165 2.73258 -5.05051  -0.0752
C -0.62641 1.42580 -4.82903  -0.1211
C -2.06183 -2.19164 -4.05710  -0.3176
C -2.32818 -3.37924 -3.38640  -0.1857
C -3.56183 -3.99861 -3.51422  -0.1023
C -4.53159 -3.44537 -4.33469  -0.0743
C -4.25506 -2.28393 -5.03715  -0.0876
C -3.02960 -1.65060 -4.89459  -0.1809
H 1.40274 -2.06384 -1.10229  0.0464
H 3.18167 -3.73365 -0.83236  0.0771
H 3.90585 -5.09968 -2.77005  0.1099
H 2.81735 -4.80018 -4.96089  0.1105
H 0.98186 -3.16815 -5.20891  0.1041
H 1.60123 0.57525 -2.42959  0.0947
H 2.30238 2.91990 -2.81001  0.1100
H 1.16433 4.27758 -4.52612  0.1105
H -0.72829 3.33744 -5.78411  0.1095
H -1.44635 1.01503 -5.39444  0.0865
H -1.56488 -3.82867 -2.75211  0.0800
H -3.76057 -4.90750 -2.96628  0.1115
H -5.49777 -3.91821 -4.42271  0.1119
H -4.99971 -1.85325 -5.68586  0.1101
H -2.83249 -0.73879 -5.44186  0.0849

Calculated values
**Net charge**: +1
**Kohn-Sham gap (alpha / beta)**: 0.2136 / 0.2085 hartree
**Lowest unoccupied orbital energy (alpha / beta)**: -4.88 / -5.03 eV


ORCA calculation (ωB97M-V with the def2-TZVPD basis set) on 2 unconnected molecules or ions with the total composition C6H13OP at a distorted geometry.

Last column: Löwdin charge in e.
Atoms and positions in Å:
C 0.73798 -2.69205 1.98218  -0.0872
C 0.72507 -1.45450 1.50110  -0.4122
C 0.61143 1.93974 -1.76785  -0.0583
C -1.99232 0.45762 0.52569  -0.2216
C 1.85515 1.24447 -1.04034  -0.2585
C -1.84615 -0.69458 -0.37382  -0.1915
O 1.35320 0.37778 0.03147  -0.5219
P 0.81877 -1.12825 -0.29833  0.9656
H 0.86237 -2.85086 3.02972  0.0360
H 0.79371 -3.59967 1.32476  0.0680
H 0.65871 -0.40074 2.00311  0.0965
H 0.97703 2.08110 -2.79750  0.0734
H -0.15438 1.18806 -1.69615  0.0288
H 0.29713 2.88095 -1.41345  0.0506
H -1.94968 1.37115 0.02438  0.0367
H -2.95535 0.33368 1.00754  0.0693
H -1.21679 0.34342 1.31858  0.0526
H 2.38187 2.06781 -0.49374  0.1123
H 2.60383 0.70766 -1.66965  0.1064
H -2.35662 -0.65001 -1.35546  0.0471
H -2.20496 -1.52278 0.15776  0.0079

Calculated values
**Kohn-Sham gap (alpha / beta)**: 0.2860 / 0.2860 hartree
**Lowest unoccupied orbital energy (alpha / beta)**: 0.41 / 0.41 eV


ORCA calculation (ωB97M-V with the def2-TZVPD basis set) on 2 unconnected molecules or ions with the total composition C3H8OS at a distorted geometry.

Last column: Löwdin charge in e.
Atoms and positions in Å:
C -0.20425 0.26075 1.82414  0.0556
C -0.44667 0.29797 -1.27298  -0.3343
C -0.13300 -0.92917 -0.37190  -0.5461
O 0.55353 1.29570 -1.21416  -0.1214
S 1.39981 -1.79265 -0.31863  0.7014
H -1.15155 0.49683 1.38239  -0.0188
H -0.23729 -0.57502 2.47621  0.0006
H 0.46948 1.01245 1.73342  -0.0440
H -1.29126 0.78534 -0.75014  0.1056
H -0.55468 -0.15523 -2.31104  0.1398
H -0.93975 -1.67454 -0.15508  0.0633
H 0.55808 1.61188 -0.24885  0.1070
H 1.97757 -0.63429 -0.77339  -0.1087

Calculated values
**Kohn-Sham gap (alpha / beta)**: 0.3121 / 0.2885 hartree
**Lowest unoccupied orbital energy (alpha / beta)**: 0.51 / 0.42 eV


ORCA calculation (ωB97M-V with the def2-TZVPD basis set) on 3 unconnected molecules or ions with the total composition C5H20N3O2 at a distorted geometry.

Last column: Löwdin charge in e.
Atoms and positions in Å:
N -0.35671 1.66891 2.01106  0.0826
C 0.13295 2.64472 1.12835  -0.2009
C -0.02117 2.18146 -0.40693  -0.1477
N -0.36873 0.74077 -0.40789  -0.0833
C -1.00970 0.08867 -1.57422  -0.3375
C -0.11952 -0.77612 -2.52406  -0.0757
C -2.03683 -0.97668 -0.96402  -0.2787
N -1.48653 -2.31755 -0.92759  -0.0558
H -0.84149 2.10136 2.85813  0.2015
H 0.50996 1.22404 2.43788  0.1294
H -0.80857 0.84655 1.38685  0.1856
H 1.20212 2.85376 1.41267  0.1372
H -0.46480 3.67746 1.07260  0.1715
H 1.00560 2.44244 -0.77497  0.1345
H -0.88033 2.64044 -0.76917  0.0896
H 0.51152 0.32464 -0.02909  0.1248
H -1.68117 0.76576 -2.23753  0.1624
H 0.62313 -1.24200 -1.83720  0.0557
H -0.66812 -1.60651 -2.97321  0.0685
H 0.39744 -0.16495 -3.34907  0.1005
H -2.44012 -0.70825 -0.00508  0.0832
H -2.90156 -0.96507 -1.71600  0.1308
H -1.22607 -2.41595 0.13409  0.1219
H -2.17323 -3.00313 -1.35709  0.1106
H 1.96129 -2.72575 -0.30304  0.0630
H 3.31726 -2.28094 0.40452  0.0454
O 2.37366 -2.15216 0.37125  -0.0654
H 1.71225 -1.30182 2.81648  0.1495
H 2.58384 -0.42087 1.71818  0.0502
O 1.88516 -0.30513 2.43203  -0.1533

Calculated values
**Net charge**: +1
**Kohn-Sham gap**: 0.3369 hartree
**Lowest unoccupied orbital energy**: -2.91 eV